{
  "formula": "C19H25Cl2IN4O4PbS2",
  "method": "the ωB97M-V functional and the def2-TZVPD basis",
  "total_energy_ha": -3466.42847,
  "gap_ev": 8.369,
  "homo_ev": -8.02,
  "symbols": ["Pb", "I", "Cl", "Cl", "S", "S", "O", "O", "O", "O", "N", "N", "N", "N", "C", "C", "C", "C", "C", "C", "C", "C", "C", "C", "C", "C", "C", "C", "C", "C", "C", "C", "C", "H", "H", "H", "H", "H", "H", "H", "H", "H", "H", "H", "H", "H", "H", "H", "H", "H", "H", "H", "H", "H", "H", "H", "H", "H"],
  "xyz": [[0.586444, 0.257059, 0.686545], [-1.160125, -0.265747, -8.703153], [-1.329753, 2.794161, 4.643147], [1.524972, 3.093266, 5.167101], [-2.172365, 0.486134, 1.130061], [0.259120, -0.827219, 3.359733], [1.235052, 1.791456, 2.567892], [1.714980, -1.287820, -2.360999], [-0.176426, 3.291364, 1.701071], [-0.281909, -0.551008, -1.729030], [0.316104, -2.313067, 0.602009], [-1.913063, 1.541179, -1.390764], [2.779396, -1.135204, 1.530986], [-2.887574, 2.863491, 0.010905], [1.601604, -2.983833, 0.397718], [2.658012, -2.586807, 1.424586], [-2.803874, 3.531249, -1.192546], [-1.193756, -0.636625, -4.396142], [0.147384, -0.747805, -4.052191], [-0.599273, -0.476734, -6.707095], [-0.571436, -2.872830, 1.614770], [0.579174, -0.881259, -2.611190], [1.994384, -0.905762, 3.899544], [3.077598, -0.603331, 2.857659], [-0.162670, -2.570437, 3.059330], [0.456151, 2.774604, 2.618711], [0.745255, -0.585355, -6.382044], [-3.396943, 3.407877, 1.258933], [-2.188354, 2.706074, -2.066808], [1.110366, -0.730767, -5.052805], [-2.325080, 1.650539, -0.115133], [-1.576262, -0.509120, -5.723098], [0.219738, 3.403907, 4.004877], [-1.933298, 2.841378, -3.099890], [-3.187769, 4.525823, -1.312840], [-2.621463, -0.438290, -5.987648], [-1.003094, -2.816274, 3.707869], [-1.562173, -2.454087, 1.431034], [-1.945376, -0.663417, -3.617370], [0.672299, -3.187483, 3.380999], [-3.888985, 4.350951, 1.035845], [-2.565710, 3.561201, 1.946244], [2.149198, -0.835820, -4.772833], [3.169464, 0.477419, 2.761765], [1.480924, -4.075048, 0.415458], [-0.170174, -2.248723, -0.287088], [3.446130, -0.780757, 0.856333], [-4.112453, 2.712103, 1.693797], [0.120780, 4.481602, 3.906822], [1.943483, -2.694016, -0.597915], [2.126656, -1.888473, 4.352542], [2.078664, -0.167038, 4.695584], [1.498231, -0.560495, -7.156585], [4.024572, -0.991013, 3.260502], [2.413636, -2.981124, 2.408769], [-0.652195, -3.964329, 1.512462], [3.606806, -3.054874, 1.139074], [-1.355052, 0.729181, -1.725504]],
  "forces_ev_per_angstrom": [[0.22, 0.20, -0.25], [-0.02, 0.01, -0.08], [0.01, -0.01, -0.03], [-0.02, 0.00, -0.03], [-0.08, -0.12, 0.04], [-0.07, 0.04, 0.07], [0.25, -0.34, 0.07], [0.18, -0.04, 0.06], [-0.20, 0.11, -0.34], [-0.47, 0.01, 0.12], [-0.05, -0.01, 0.08], [0.08, 0.08, 0.13], [-0.09, 0.11, 0.03], [0.02, 0.01, 0.01], [0.00, -0.02, -0.06], [0.06, -0.02, -0.01], [0.01, 0.00, -0.09], [-0.03, 0.03, 0.03], [0.04, 0.03, -0.03], [0.01, -0.01, 0.05], [-0.01, -0.03, -0.04], [0.17, 0.00, -0.08], [0.00, -0.05, 0.00], [0.06, -0.01, 0.03], [-0.01, -0.02, -0.03], [-0.02, 0.09, 0.12], [-0.02, -0.01, 0.03], [0.02, -0.03, 0.02], [-0.07, 0.05, 0.03], [-0.01, -0.03, -0.05], [0.02, -0.14, -0.01], [0.04, 0.00, -0.01], [0.02, 0.25, 0.21], [0.03, 0.02, -0.07], [-0.02, 0.06, -0.02], [-0.03, 0.01, -0.01], [-0.01, 0.00, 0.01], [0.01, 0.02, 0.02], [0.00, -0.01, 0.00], [0.02, -0.02, 0.02], [0.00, 0.01, 0.03], [-0.03, -0.01, -0.02], [0.02, 0.01, 0.02], [-0.01, -0.02, 0.01], [0.02, -0.01, 0.00], [-0.01, 0.02, -0.03], [0.03, -0.03, 0.00], [0.03, 0.03, 0.00], [-0.01, -0.11, 0.03], [0.01, 0.00, 0.04], [0.02, 0.01, 0.02], [0.00, -0.01, 0.00], [0.02, 0.00, -0.02], [-0.01, 0.01, -0.02], [-0.01, -0.01, 0.00], [-0.01, 0.02, 0.01], [-0.01, 0.00, 0.01], [-0.06, -0.08, 0.01]],
  "lowdin_charge": [1.31, 0.85, 0.59, 0.58, 0.58, 0.85, -0.28, 0.00, -0.03, -0.23, -0.17, 0.08, -0.15, -0.11, -0.18, -0.19, -0.04, -0.03, -0.13, -0.75, -0.27, -0.62, -0.42, -0.27, -0.42, -0.84, -0.15, -0.02, -0.06, -0.02, -0.76, -0.15, -0.99, 0.12, 0.12, 0.09, 0.08, 0.09, 0.11, 0.06, 0.09, 0.06, 0.12, 0.10, 0.13, 0.09, 0.12, 0.09, 0.06, 0.10, 0.07, 0.07, 0.09, 0.12, 0.09, 0.12, 0.13, 0.08]
}